Record 1
Molecular formula: C23H43Cl2CoFN3O4Si
Method: DFT, ωB97M-V/def2-TZVPD

```
78
Properties=species:S:1:pos:R:3:forces:R:3:lowdin_charge:R:1
C 2.557 6.680 -0.628 0.0657 -0.2489 -0.0528 -0.039
C 3.001 7.280 -1.931 0.0961 0.3966 -0.5624 -0.222
H 3.456 6.373 -0.075 -0.3583 -0.0224 0.0598 0.076
H 1.903 5.813 -0.786 0.2701 0.2345 0.1362 0.065
H 2.010 7.417 -0.021 0.1251 -0.1906 -0.1369 0.094
C 4.020 8.149 -2.008 -0.7350 -0.1168 -0.4385 -0.154
C 4.881 8.659 -0.908 0.6959 0.1883 0.3478 -0.098
H 4.239 8.596 -2.980 -0.1554 -0.1287 0.1915 0.110
H 5.276 7.868 -0.258 -0.1695 0.0520 -0.0564 0.072
H 4.395 9.401 -0.258 -0.0818 -0.2080 -0.1624 0.082
H 5.751 9.164 -1.353 -0.1846 -0.1257 0.2350 0.072
Co -0.173 5.028 -3.285 -0.1381 -0.4175 2.0105 0.638
Cl -1.000 5.104 -5.282 -0.3948 0.0620 -0.6319 0.094
C -0.521 2.326 -3.930 0.3581 0.1596 -0.0700 -0.313
O 0.360 2.989 -3.318 -0.9709 -0.4783 -0.5767 -0.093
N -0.370 1.111 -4.462 -0.0073 0.5589 0.5980 -0.160
C 0.776 0.249 -4.209 0.4919 -0.0577 -0.2495 -0.009
C -1.374 0.687 -5.430 -0.3971 0.4158 -0.2675 -0.036
H -1.528 2.749 -4.108 0.4687 -0.0995 0.0259 0.106
H 0.904 0.052 -3.139 0.0041 0.1471 -0.2204 0.078
H 1.705 0.660 -4.638 -0.3680 -0.0820 0.2389 0.080
H 0.558 -0.694 -4.720 0.2238 0.1051 0.2450 0.087
H -2.377 0.855 -5.008 0.2364 -0.2169 -0.2415 0.096
H -1.229 -0.372 -5.662 -0.1625 0.2941 0.0766 0.086
H -1.285 1.293 -6.353 -0.0614 -0.4631 0.3549 0.104
H 0.284 -4.441 -1.137 0.0711 0.1226 0.1260 0.097
H -2.279 -3.662 0.053 0.1807 0.0996 0.1495 0.092
C 0.584 -3.908 -0.223 -0.0185 0.0158 0.0329 -0.042
C -1.583 -3.143 0.731 -0.0282 0.1234 -0.1263 -0.063
N -0.325 -2.814 0.078 -0.1329 0.0781 -0.1862 -0.206
H 1.593 -3.512 -0.353 -0.1565 -0.0932 -0.0031 0.090
C -0.149 -1.604 -0.512 0.7661 0.0626 -0.3112 -0.320
O 0.822 -1.298 -1.205 -1.1064 -0.2749 0.6398 -0.010
H -2.051 -2.211 1.071 0.0249 -0.3084 0.0070 0.085
H -0.977 -0.901 -0.275 0.3117 -0.0841 -0.1112 0.139
H 0.549 -4.611 0.612 0.1463 0.0695 -0.1170 0.086
H -1.391 -3.797 1.589 -0.0642 0.2399 -0.1170 0.087
H 2.126 1.702 2.718 0.2126 -0.0846 0.1669 0.092
H 4.817 2.438 1.787 0.1035 -0.1188 -0.0715 0.063
C 2.851 0.942 3.049 -0.1994 0.0473 -0.2520 -0.061
C 5.031 1.375 1.941 0.0347 0.0692 0.1092 -0.080
N 3.794 0.620 1.994 0.0735 -0.3753 -0.1503 -0.208
H 2.294 0.039 3.325 0.1037 0.2067 0.0903 0.083
C 3.511 -0.334 1.067 0.3237 0.3251 -0.2615 -0.340
O 4.220 -0.616 0.110 -0.5180 -0.0255 0.7496 -0.017
H 5.654 0.998 1.124 -0.2255 0.1036 0.1994 0.085
H 2.530 -0.819 1.276 0.3135 0.0105 -0.2052 0.130
H 3.396 1.329 3.919 -0.1857 -0.2103 -0.1692 0.088
H 5.555 1.266 2.900 0.0190 -0.0028 -0.1982 0.088
O 1.131 6.130 -3.033 0.0781 -0.3992 0.1638 -0.255
C 2.139 7.059 -3.214 0.4754 1.1832 0.2581 -0.298
C 4.301 6.609 -4.536 -0.0242 0.1732 -0.5873 -0.066
C 2.914 6.829 -4.520 0.5447 -0.4593 0.2469 -0.162
H 4.849 6.512 -3.602 -0.1553 0.0859 -0.2787 0.094
C 4.996 6.537 -5.754 -0.6128 -0.0336 0.3654 -0.082
H 1.628 8.048 -3.315 0.1001 -0.5397 -0.2078 0.169
C 2.210 6.812 -5.723 -0.0521 0.0168 -0.1740 -0.042
H 6.081 6.421 -5.744 -0.2984 -0.0363 -0.0872 0.103
C 4.285 6.621 -6.952 0.1266 -0.0621 -0.1240 -0.097
C 2.893 6.736 -6.943 -0.0758 -0.1145 0.4946 -0.073
H 1.111 6.806 -5.697 0.5395 0.2800 -0.1084 0.068
H 4.822 6.558 -7.901 -0.1785 0.0816 0.2468 0.100
H 2.322 6.762 -7.869 0.2069 -0.0603 0.1456 0.103
Si 4.539 2.489 -2.629 -0.6668 0.7953 -1.0901 0.180
Cl 3.555 2.767 -0.834 -0.2543 0.2915 0.4423 0.374
C 5.968 3.746 -2.606 0.8978 -0.1593 0.3722 -0.216
C 3.507 3.198 -4.050 -0.4813 0.2294 0.1842 -0.194
C 4.481 0.626 -2.845 0.1157 -0.5612 -0.1496 -0.215
H 6.260 4.118 -3.603 -0.2784 -0.4580 0.1889 0.023
H 6.894 3.379 -2.130 -0.3305 0.1506 -0.0541 0.023
H 5.664 4.658 -2.049 -0.1184 -0.6324 -0.1245 0.024
H 5.413 0.087 -2.679 0.0741 0.0148 0.1415 0.025
H 4.200 0.441 -3.893 0.1209 0.0570 0.1721 0.018
H 3.714 0.124 -2.205 0.6013 0.7032 -0.3261 0.025
H 4.088 3.823 -4.751 -0.1554 -0.3755 0.3058 0.028
H 2.725 3.849 -3.616 0.3071 -0.1957 -0.2601 0.008
H 2.980 2.414 -4.611 0.1460 0.2514 0.1028 0.009
F -1.277 4.898 -1.830 0.4470 0.0192 -1.1034 -0.446
```
Forces are in eV/Å.

Computed properties:
- F_max (eV/A) = 2.1
- orbital gap (alpha / beta) (eV) = 8.92 / 7.14
- LUMO energy (alpha / beta) (eV) = 0.4 / -1.3
- multiplicity = 5
- energy relative to the best compared isomer or geometry (same formula, charge and spin) (kcal/mol) = 0.0

=====

Record 2
Molecular formula: CH2NO3P
Method: DFT, ωB97M-V/def2-TZVPD

```
8
Properties=species:S:1:pos:R:3:forces:R:3:lowdin_charge:R:1
C 0.680 -0.303 -0.117 1.2219 0.4416 0.4748 -0.498
N 1.355 0.175 -1.126 0.1460 0.5514 -1.7115 -0.100
O -1.162 1.877 0.284 0.4718 -1.2336 -0.2798 -0.502
O -1.744 -0.670 -0.215 1.1675 1.9800 2.3762 -0.507
O -0.764 0.330 2.211 -0.2087 -1.1891 -0.8353 -0.511
P -0.892 0.420 0.695 -2.2336 0.5598 -1.1548 0.173
H 0.532 -1.334 -0.162 -0.7253 -1.6524 0.4653 -0.021
H 1.994 -0.496 -1.569 0.1604 0.5423 0.6651 -0.035
```
Forces are in eV/Å.

Computed properties:
- net charge = -2
- F_max (eV/A) = 3.3
- orbital gap (alpha / beta) (eV) = 4.24 / 5.92
- LUMO energy (alpha / beta) (eV) = 7.8 / 6.2
- multiplicity = 3
- energy relative to the best compared isomer or geometry (same formula, charge and spin) (kcal/mol) = 33.4

=====

Record 3
Molecular formula: C30H64BBrF6N5O9
Method: DFT, ωB97M-V/def2-TZVPD

```
116
Properties=species:S:1:pos:R:3:forces:R:3:lowdin_charge:R:1
C -5.973 -0.919 2.234 1.0367 1.4482 0.0383 0.204
C -5.244 0.036 2.394 -0.0766 -2.1902 -0.4665 -0.211
C -4.072 0.884 2.578 -0.3916 0.3533 0.7410 -0.543
Br -4.969 2.366 3.582 0.3410 0.1957 -0.0959 0.978
C -3.010 0.135 3.437 -1.1775 -0.5006 -2.0779 -0.100
C -3.408 -0.270 4.855 0.5776 -1.0170 0.8624 -0.622
F -4.691 -0.329 5.090 -0.7389 0.3717 -0.2935 0.185
F -2.848 0.461 5.821 0.3576 0.7838 -0.1171 0.163
F -2.947 -1.522 5.033 0.2484 -0.3361 -0.0278 0.145
N -1.613 0.644 3.281 0.3797 0.1424 1.3609 0.108
C -0.632 -0.311 2.645 0.6590 -1.2684 -0.1653 -0.030
C 0.505 -0.821 3.582 0.9222 -1.8010 -1.5636 -0.641
N 1.082 -1.966 2.812 -0.2317 0.4250 -0.0271 0.087
N -0.023 -1.369 4.810 0.1826 1.0237 0.2660 0.116
N 1.591 0.098 3.774 -0.6029 0.6231 0.5485 0.122
C -1.497 2.090 2.852 0.6097 1.3122 0.5972 -0.400
N -1.877 2.875 3.982 -0.2646 -0.5373 0.3035 0.156
O -0.111 2.268 2.707 -0.4892 -0.3897 -0.5955 -0.071
C 0.423 3.563 2.945 1.1235 0.8142 -0.1024 -0.124
C 1.151 3.838 4.301 0.7382 -0.5970 -0.5408 -0.303
C 2.679 3.909 4.022 -0.6011 -0.6753 0.2222 -0.059
C 0.941 2.819 5.440 -0.2762 0.9043 0.8888 -0.164
C 0.552 3.566 6.744 -0.0502 -0.4329 0.0408 -0.403
C -0.787 4.306 6.662 0.0999 -0.0457 -0.5560 -0.081
C 0.502 2.628 7.977 -0.1953 0.9163 -0.0570 -0.062
C -2.265 2.389 1.519 0.1010 0.4615 -1.5445 -0.162
O -2.883 3.679 1.573 -0.2036 -0.1877 0.9785 -0.009
B -1.247 2.605 0.246 0.3250 -0.9941 -0.7186 -0.594
O -1.380 3.675 -0.595 -0.1505 -0.3162 0.0970 0.204
O -0.250 1.714 -0.063 0.2330 0.5054 1.0466 0.176
C -3.465 1.405 1.209 -1.4777 1.6490 1.2004 -0.270
O -4.508 2.203 0.682 0.3128 -0.2951 -0.5366 0.011
C -3.203 0.366 0.119 -0.0471 -1.4639 -0.8324 -0.564
F -4.142 -0.581 0.033 -0.4710 -0.1193 0.5697 0.169
F -2.054 -0.298 0.234 0.5499 0.0568 0.4915 0.172
F -3.226 0.915 -1.089 0.6136 0.9741 -0.2732 0.199
H -6.533 -1.778 1.964 -0.3996 -0.0687 0.1408 0.061
H -3.040 -0.819 2.901 0.3282 -0.0667 0.2386 0.166
H -1.242 0.715 4.249 0.0800 -0.1498 -0.0811 0.161
H -1.106 -1.248 2.347 -0.7990 0.3999 0.3129 0.128
H -0.220 0.042 1.702 0.0041 0.7379 0.3626 0.124
H 1.314 -1.671 1.865 0.1245 -0.2668 -0.0227 0.083
H 0.403 -2.718 2.737 0.1214 -0.0730 -0.2071 0.078
H 0.789 -1.639 5.358 -0.1330 0.0085 0.1957 0.100
H -0.519 -2.234 4.630 -0.1961 0.1056 -0.0455 0.088
H 1.906 0.118 4.733 0.0671 0.0184 -0.0281 0.082
H 2.363 -0.136 3.168 0.0579 -0.0916 0.0861 0.096
H -2.452 2.437 4.686 -0.1667 0.1204 -0.1285 0.057
H -2.170 3.822 3.813 -0.3053 -0.1254 -0.1328 0.102
H -0.250 4.398 2.708 -0.4243 -0.3799 0.1675 0.128
H 1.205 3.675 2.185 -0.1623 -0.2275 -0.0789 0.129
H 0.878 4.851 4.599 -0.3486 -0.1920 0.2553 0.123
H 3.215 3.886 4.972 0.0844 0.4251 -0.0682 0.081
H 2.954 2.974 3.522 0.1488 0.2196 -0.2010 0.082
H 2.948 4.782 3.429 0.1401 -0.0900 -0.0185 0.084
H 1.895 2.342 5.684 -0.0379 -0.1177 -0.2884 0.101
H 0.242 2.013 5.218 -0.1212 0.1636 -0.0866 0.084
H 1.356 4.291 6.917 -0.0778 0.0554 -0.0756 0.133
H -0.892 4.927 5.767 0.2019 0.0268 0.0628 0.062
H -0.946 4.967 7.514 -0.0760 -0.2219 0.1206 0.088
H -1.581 3.556 6.589 -0.1008 0.1553 0.3097 0.064
H -0.545 2.427 8.215 0.1206 -0.4752 -0.0654 0.070
H 0.872 3.194 8.836 0.1228 -0.2704 0.0676 0.080
H 1.077 1.709 7.870 -0.0350 0.0142 -0.0135 0.073
H -2.220 4.330 1.829 0.0732 0.0865 -0.3490 0.106
H -2.284 3.747 -0.928 -0.0643 0.5963 0.3174 0.132
H 0.488 2.240 -0.400 0.0334 -0.4082 -0.5908 0.135
H -5.131 1.613 0.233 -0.1733 0.1534 0.0678 0.133
C 0.838 -3.308 -2.557 0.2898 -0.1551 0.1216 -0.057
C -0.270 -3.880 -1.689 -0.0372 0.5894 -0.4618 -0.475
C -1.639 -3.644 -2.309 -0.2113 -0.1021 0.1676 -0.058
O -0.222 -3.276 -0.392 -0.0587 -0.1611 0.4644 -0.070
H 0.722 -2.226 -2.672 -0.1567 -0.0287 -0.1044 0.085
H 1.812 -3.476 -2.093 -0.0206 -0.0620 -0.0051 0.068
H 0.838 -3.764 -3.548 -0.0332 0.0877 -0.0301 0.082
H -0.112 -4.950 -1.548 0.0147 0.0399 0.2168 0.142
H -1.836 -2.572 -2.417 0.1304 0.0159 -0.0894 0.075
H -2.426 -4.050 -1.671 0.0252 -0.0764 -0.0361 0.080
H -1.711 -4.112 -3.292 0.0032 -0.0194 0.0175 0.075
H -0.359 -2.330 -0.509 0.0197 -0.0112 -0.1701 0.062
C 4.317 -2.653 -4.066 -0.1386 0.1545 0.2621 -0.063
C 4.359 -1.877 -2.760 0.6156 -0.4911 -0.2541 -0.497
C 5.618 -1.030 -2.656 -0.0686 0.1876 0.1471 -0.064
O 4.302 -2.790 -1.659 -0.3614 0.2214 0.2668 -0.069
H 5.167 -3.338 -4.139 0.0850 0.1134 -0.0094 0.092
H 3.414 -3.261 -4.122 -0.0392 0.0817 -0.0270 0.067
H 4.339 -1.985 -4.921 0.0196 -0.0498 -0.0421 0.064
H 3.478 -1.235 -2.689 -0.0593 -0.1082 0.1826 0.130
H 6.510 -1.662 -2.681 -0.0335 -0.0332 -0.1151 0.083
H 5.638 -0.486 -1.710 -0.0373 0.0225 -0.0262 0.075
H 5.680 -0.311 -3.474 0.0330 -0.0237 -0.0066 0.080
H 5.073 -3.364 -1.711 0.0034 0.0054 -0.0510 0.087
C -2.231 -0.327 -5.388 0.1402 0.1469 0.1134 -0.064
C -1.438 -1.253 -6.299 -0.6093 -0.2035 0.1336 -0.496
C -2.307 -1.801 -7.420 0.1280 -0.0403 -0.1594 -0.057
O -0.898 -2.331 -5.535 0.3755 0.0952 -0.0419 -0.068
H -3.060 -0.866 -4.918 -0.0467 -0.0264 -0.1165 0.079
H -1.598 0.053 -4.584 0.0359 0.0243 -0.0524 0.074
H -2.639 0.520 -5.941 -0.0262 -0.0137 0.0185 0.081
H -0.591 -0.712 -6.723 0.1096 -0.1154 0.0871 0.131
H -3.138 -2.385 -7.014 -0.0372 0.0960 0.0532 0.083
H -1.729 -2.468 -8.060 0.0276 0.0547 -0.0103 0.079
H -2.716 -0.997 -8.034 -0.0236 -0.0228 0.0045 0.083
H -1.634 -2.821 -5.153 -0.0333 0.0198 -0.0307 0.063
C 2.522 -1.314 -7.926 0.0275 0.1774 0.1145 -0.063
C 3.813 -2.109 -8.062 -0.5707 -0.3393 -0.1954 -0.490
C 3.836 -2.909 -9.355 0.2049 -0.0182 -0.0628 -0.061
O 3.954 -2.988 -6.946 0.2367 0.1068 -0.1730 -0.074
H 1.657 -1.984 -7.902 0.0334 -0.0425 -0.0897 0.076
H 2.516 -0.751 -6.991 0.0406 0.0195 -0.0241 0.076
H 2.398 -0.615 -8.755 -0.0218 -0.0161 0.0020 0.081
H 4.667 -1.429 -8.037 0.0563 -0.0856 0.1474 0.140
H 3.012 -3.628 -9.378 -0.0769 0.0924 0.0082 0.082
H 4.761 -3.479 -9.436 0.0207 0.0582 0.0000 0.080
H 3.751 -2.257 -10.226 -0.0212 -0.0265 -0.0044 0.081
H 3.206 -3.596 -6.954 -0.0075 0.0065 -0.0258 0.093
```
Forces are in eV/Å.

Computed properties:
- net charge = +1
- F_max (eV/A) = 2.6
- orbital gap (eV) = 8.83
- LUMO energy (eV) = -2.5